Arrangement P

{"formula": "C55H42GaN7OS3", "method": "ωB97M-V/def2-TZVPD", "e_homo_ha": -0.4133, "gap_ev": 6.66, "charge": 2, "elements": ["Ga", "C", "C", "N", "C", "C", "C", "C", "C", "C", "C", "N", "C", "C", "C", "C", "C", "C", "C", "C", "N", "C", "H", "H", "H", "H", "H", "H", "H", "H", "H", "H", "H", "H", "N", "S", "N", "S", "N", "S", "N", "C", "C", "C", "C", "C", "C", "C", "C", "C", "C", "C", "C", "C", "C", "C", "C", "C", "C", "C", "C", "C", "C", "C", "C", "C", "C", "C", "C", "C", "C", "C", "C", "C", "C", "C", "C", "H", "H", "H", "H", "H", "H", "H", "H", "H", "H", "H", "H", "H", "H", "H", "H", "H", "H", "H", "H", "H", "H", "H", "H", "H", "H", "H", "H", "H", "H", "O", "C"], "coordinates": [[1.274, -1.997, 0.045], [0.963, -3.295, -4.120], [0.637, -3.027, -2.788], [1.537, -2.642, -1.907], [2.849, -2.543, -2.263], [3.259, -2.778, -3.591], [2.265, -3.151, -4.520], [4.626, -2.657, -3.927], [5.513, -2.318, -2.950], [5.114, -2.110, -1.612], [3.797, -2.243, -1.219], [3.237, -2.182, 0.033], [3.845, -2.152, 1.263], [5.173, -1.990, 1.605], [5.617, -2.148, 2.938], [4.766, -2.454, 3.957], [3.383, -2.544, 3.681], [2.408, -2.823, 4.662], [1.078, -2.844, 4.328], [0.708, -2.568, 3.010], [1.601, -2.336, 2.068], [2.930, -2.344, 2.361], [0.191, -3.613, -4.808], [-0.378, -3.131, -2.427], [2.554, -3.346, -5.547], [4.948, -2.850, -4.942], [6.563, -2.218, -3.193], [5.881, -1.854, -0.905], [5.914, -1.748, 0.864], [6.675, -2.039, 3.141], [5.130, -2.626, 4.962], [2.728, -3.028, 5.676], [0.313, -3.059, 5.062], [-0.332, -2.534, 2.707], [-0.681, -1.959, 0.206], [-1.907, -1.164, 0.159], [-1.891, 0.361, 0.747], [-1.657, 1.690, -0.017], [-0.324, 1.925, -0.756], [1.136, 1.354, -0.184], [1.362, -0.069, -0.276], [2.196, 2.267, -1.274], [2.270, 1.763, -2.566], [3.073, 2.407, -3.490], [3.789, 3.542, -3.119], [3.719, 4.021, -1.819], [2.922, 3.381, -0.880], [1.224, 2.047, 1.457], [1.371, 1.139, 2.493], [1.285, 1.593, 3.800], [1.073, 2.943, 4.052], [0.958, 3.849, 3.003], [1.016, 3.403, 1.693], [-2.006, 2.931, 1.203], [-2.395, 2.599, 2.488], [-2.697, 3.624, 3.375], [-2.612, 4.946, 2.965], [-2.227, 5.261, 1.664], [-1.926, 4.250, 0.770], [-2.908, 2.066, -1.214], [-2.574, 2.540, -2.471], [-3.601, 2.921, -3.324], [-4.922, 2.828, -2.909], [-5.236, 2.349, -1.640], [-4.226, 1.966, -0.779], [-2.574, -1.032, -1.481], [-3.926, -1.173, -1.759], [-4.347, -1.037, -3.074], [-3.425, -0.773, -4.079], [-2.075, -0.622, -3.779], [-1.642, -0.740, -2.469], [-3.138, -1.914, 1.187], [-3.620, -3.156, 0.787], [-4.474, -3.843, 1.632], [-4.829, -3.297, 2.860], [-4.330, -2.062, 3.251], [-3.472, -1.362, 2.415], [1.707, 0.874, -2.829], [3.147, 2.025, -4.500], [4.406, 4.050, -3.848], [4.289, 4.894, -1.530], [2.889, 3.743, 0.137], [1.546, 0.097, 2.260], [1.393, 0.895, 4.620], [0.997, 3.294, 5.073], [0.810, 4.902, 3.206], [0.889, 4.095, 0.871], [-2.453, 1.562, 2.781], [-3.006, 3.385, 4.384], [-2.855, 5.742, 3.658], [-2.168, 6.294, 1.345], [-1.635, 4.473, -0.252], [-1.531, 2.616, -2.758], [-3.365, 3.304, -4.309], [-5.716, 3.140, -3.575], [-6.268, 2.289, -1.319], [-4.442, 1.604, 0.222], [-4.636, -1.385, -0.968], [-5.398, -1.140, -3.315], [-3.763, -0.678, -5.103], [-1.361, -0.414, -4.568], [-0.602, -0.599, -2.197], [-3.318, -3.581, -0.164], [-4.860, -4.809, 1.332], [-5.493, -3.841, 3.519], [-4.609, -1.638, 4.207], [-3.052, -0.413, 2.708], [-0.416, -5.084, 0.194], [0.355, -4.268, 0.220]]}

Arrangement Q

{"formula": "C55H42GaN7OS3", "method": "ωB97M-V/def2-TZVPD", "e_homo_ha": -0.4160, "gap_ev": 6.56, "charge": 2, "elements": ["Ga", "C", "C", "N", "C", "C", "C", "C", "C", "C", "C", "N", "C", "C", "C", "C", "C", "C", "C", "C", "N", "C", "H", "H", "H", "H", "H", "H", "H", "H", "H", "H", "H", "H", "N", "S", "N", "S", "N", "S", "N", "C", "C", "C", "C", "C", "C", "C", "C", "C", "C", "C", "C", "C", "C", "C", "C", "C", "C", "C", "C", "C", "C", "C", "C", "C", "C", "C", "C", "C", "C", "C", "C", "C", "C", "C", "C", "H", "H", "H", "H", "H", "H", "H", "H", "H", "H", "H", "H", "H", "H", "H", "H", "H", "H", "H", "H", "H", "H", "H", "H", "H", "H", "H", "H", "H", "H", "O", "C"], "coordinates": [[-0.450, -2.531, -0.157], [1.259, -3.441, 3.889], [1.212, -3.216, 2.503], [0.081, -3.210, 1.832], [-1.090, -3.459, 2.487], [-1.144, -3.598, 3.885], [0.087, -3.601, 4.576], [-2.401, -3.755, 4.518], [-3.525, -3.773, 3.748], [-3.473, -3.697, 2.339], [-2.269, -3.585, 1.677], [-2.030, -3.525, 0.322], [-2.904, -3.874, -0.684], [-4.046, -4.640, -0.606], [-4.812, -4.927, -1.757], [-4.458, -4.480, -2.994], [-3.265, -3.730, -3.132], [-2.774, -3.268, -4.371], [-1.589, -2.587, -4.430], [-0.877, -2.363, -3.244], [-1.319, -2.767, -2.071], [-2.500, -3.439, -1.988], [2.217, -3.476, 4.389], [2.112, -3.036, 1.931], [0.088, -3.747, 5.650], [-2.451, -3.862, 5.593], [-4.495, -3.874, 4.219], [-4.401, -3.723, 1.789], [-4.357, -5.067, 0.334], [-5.704, -5.529, -1.638], [-5.053, -4.707, -3.869], [-3.338, -3.475, -5.272], [-1.185, -2.236, -5.369], [0.075, -1.847, -3.249], [-1.022, -0.738, 0.294], [-1.223, 0.682, 0.099], [0.009, 1.736, -0.224], [1.322, 1.738, 0.580], [2.424, 0.682, 0.256], [2.585, 0.076, -1.219], [1.552, -0.979, -1.565], [2.408, 1.350, -2.431], [1.218, 1.451, -3.138], [1.067, 2.506, -4.023], [2.086, 3.436, -4.184], [3.270, 3.321, -3.463], [3.440, 2.271, -2.577], [4.292, -0.372, -1.234], [4.694, -1.100, -2.346], [6.022, -1.470, -2.450], [6.921, -1.119, -1.448], [6.497, -0.400, -0.339], [5.169, -0.016, -0.222], [1.101, 1.561, 2.316], [0.560, 2.654, 2.986], [0.280, 2.525, 4.332], [0.541, 1.321, 4.981], [1.077, 0.243, 4.291], [1.366, 0.354, 2.939], [1.996, 3.348, 0.320], [3.271, 3.581, 0.828], [3.849, 4.820, 0.619], [3.158, 5.797, -0.093], [1.889, 5.545, -0.591], [1.292, 4.310, -0.384], [-2.089, 1.435, 1.461], [-2.438, 2.779, 1.437], [-3.137, 3.306, 2.508], [-3.477, 2.492, 3.584], [-3.130, 1.149, 3.589], [-2.434, 0.605, 2.517], [-2.227, 1.053, -1.318], [-2.054, 2.160, -2.139], [-2.909, 2.332, -3.218], [-3.915, 1.409, -3.465], [-4.071, 0.302, -2.641], [-3.225, 0.115, -1.561], [0.436, 0.720, -2.989], [0.152, 2.598, -4.593], [1.964, 4.251, -4.885], [4.065, 4.042, -3.600], [4.363, 2.164, -2.021], [3.980, -1.385, -3.109], [6.356, -2.041, -3.306], [7.957, -1.416, -1.531], [7.200, -0.142, 0.441], [4.821, 0.530, 0.642], [0.370, 3.586, 2.469], [-0.137, 3.361, 4.876], [0.326, 1.227, 6.037], [1.276, -0.687, 4.804], [1.782, -0.474, 2.380], [3.797, 2.811, 1.378], [4.835, 5.027, 1.011], [3.614, 6.765, -0.253], [1.360, 6.310, -1.142], [0.306, 4.092, -0.766], [-2.176, 3.403, 0.590], [-3.430, 4.347, 2.502], [-4.032, 2.909, 4.415], [-3.407, 0.515, 4.421], [-2.174, -0.447, 2.485], [-1.253, 2.861, -1.955], [-2.786, 3.188, -3.868], [-4.579, 1.550, -4.307], [-4.854, -0.418, -2.840], [-3.322, -0.754, -0.922], [2.486, -2.572, -0.189], [1.476, -2.127, -0.685]]}

Relative energy table, unit kJ/mol: arrangement P 17.3; arrangement Q 0.0